Entry 1:
Here is C31H50F2NbO4 as an isolated structure in a non-equilibrium geometry from the Open Molecules 2025 dataset. Energies are from the ωB97M-V functional and the def2-TZVPD basis.

The geometry in XYZ format:
```
88
Properties=species:S:1:pos:R:3:forces:R:3
C 1.133499 2.659125 3.184273 0.40 0.27 0.87
C 0.488305 2.692705 2.037228 -1.17 -0.20 -1.29
Nb -0.060121 0.746070 0.934450 2.37 -0.23 0.85
C -2.182704 1.419320 0.584307 -0.57 -1.06 0.13
C -3.088426 0.302698 -0.055100 0.67 0.86 0.47
C -3.574270 -0.726014 0.986873 -1.09 0.10 -0.90
C -5.070985 -1.070355 0.677785 1.43 -0.64 1.15
C -5.440704 -2.467387 1.192636 -1.02 0.13 -1.15
O -5.811638 -2.448655 2.585457 0.47 0.30 -0.10
C -4.755151 -2.701722 3.415575 -0.62 2.07 0.80
C -4.478212 -1.590580 4.423075 -0.71 -0.26 -0.37
O -4.130635 -3.692859 3.376902 1.24 -2.16 -0.35
C 0.731607 1.470513 -1.069927 -0.81 0.52 -0.64
C -0.091831 2.476493 -1.915311 1.30 -0.01 -1.14
C -0.293719 3.853576 -1.304410 -0.15 0.19 -0.03
O -1.301553 1.930607 -2.467746 0.14 -0.19 0.67
O 1.689569 -0.205178 1.456784 -1.49 1.15 -0.70
C 2.882821 0.450669 1.080190 0.60 -0.59 0.25
C 3.933086 0.206428 2.183039 0.18 0.65 0.27
C 5.058370 1.292535 2.192732 0.11 -0.95 0.00
C 4.465301 -1.239039 2.261066 -0.64 0.02 -0.12
C 4.968715 -1.889597 0.951167 0.03 -0.14 -0.11
C 5.764953 -0.972369 0.004048 0.35 -0.57 0.10
C 3.853538 -2.657205 0.185624 1.12 0.02 0.39
H 1.375245 1.711592 3.662370 0.15 0.17 0.11
H 1.389192 3.595938 3.689743 0.17 -0.29 0.24
H 0.230362 3.701114 1.686626 0.10 -0.13 -0.02
H -0.560836 -0.840271 0.128881 -0.37 -0.04 0.07
H -0.701724 0.157129 2.568439 -0.34 -0.10 -0.07
H -2.642591 1.620349 1.566925 0.23 0.25 -0.15
H -2.302316 2.324516 -0.022672 0.37 -0.07 0.07
H -2.505136 -0.192783 -0.837084 -0.30 -0.11 0.02
H -3.938947 0.795009 -0.552253 -0.04 -0.20 0.19
H -3.502810 -0.326589 2.002667 0.27 -0.08 -0.12
H -2.994368 -1.651843 0.911098 0.14 0.23 0.20
H -5.199756 -1.032016 -0.397540 -0.11 -0.05 0.06
H -5.717146 -0.342279 1.181924 -0.10 -0.03 -0.39
H -4.664376 -3.214427 0.997889 0.05 0.18 0.25
H -6.326423 -2.797022 0.629601 0.00 -0.08 0.40
H -4.800918 -0.653099 3.967318 0.11 0.04 0.36
H -3.427564 -1.568921 4.706989 -0.08 -0.08 -0.17
H -5.081638 -1.813172 5.311532 0.05 0.23 -0.09
H 1.743546 1.905074 -1.040096 -0.12 -0.15 0.32
H 0.841343 0.569469 -1.708454 0.05 0.10 0.22
H 0.535329 2.668269 -2.814427 -0.09 0.14 0.19
H -0.834286 4.492505 -2.015251 -0.07 -0.15 0.17
H -0.802727 3.863935 -0.337875 -0.05 -0.15 -0.18
H 0.684363 4.329763 -1.157808 -0.07 -0.22 0.02
H -1.136554 0.977128 -2.471127 -0.34 0.19 0.00
H 2.802969 1.538386 0.937020 -0.32 -0.15 0.17
H 3.193842 0.034271 0.108990 0.12 0.19 0.18
H 3.388593 0.376346 3.121180 -0.14 -0.14 -0.23
H 4.878875 2.084733 1.460620 0.08 -0.03 0.15
H 5.162476 1.716790 3.196473 -0.14 0.15 -0.21
H 6.016114 0.804064 1.982772 -0.04 0.34 -0.16
H 5.210324 -1.290361 3.068718 0.10 0.07 -0.31
H 3.629412 -1.860449 2.614956 0.13 0.09 -0.05
H 5.674363 -2.681433 1.251918 -0.06 0.18 0.00
H 6.683998 -0.629997 0.496234 -0.20 0.18 -0.09
H 6.095244 -1.580926 -0.850657 -0.12 0.18 0.05
H 5.208453 -0.122672 -0.392324 0.05 -0.05 0.17
H 3.013896 -2.023011 -0.097470 -0.06 -0.26 0.06
H 3.559945 -3.500804 0.819308 -0.46 0.25 -0.13
H 4.345236 -3.101865 -0.690454 -0.38 0.15 -0.09
F 5.740079 0.726649 -2.768619 -0.04 0.00 -0.06
C 6.899275 1.368740 -2.975782 0.26 0.14 -0.03
C 8.086080 0.733924 -2.663532 0.04 -0.24 0.08
C 9.284452 1.397885 -2.882553 -0.11 0.14 -0.06
C 9.281696 2.687071 -3.399555 0.10 0.04 -0.01
C 8.079286 3.311832 -3.703168 0.07 -0.15 0.05
C 6.878444 2.648520 -3.495612 -0.19 0.14 -0.06
H 8.065905 -0.267605 -2.253662 -0.05 0.02 0.00
H 10.221632 0.909290 -2.648792 -0.03 -0.01 0.02
H 10.218282 3.204660 -3.565467 -0.02 -0.01 0.01
H 8.076163 4.318065 -4.102058 -0.03 -0.02 0.00
H 5.931341 3.115265 -3.733227 -0.01 -0.04 0.04
F -6.993690 -1.040579 -1.501872 -0.28 0.00 -0.21
C -8.077733 -1.770173 -1.808992 -0.24 -0.16 -0.09
C -9.324943 -1.177749 -1.764458 -0.06 0.24 0.06
C -10.442940 -1.933642 -2.086303 0.12 -0.14 -0.02
C -10.302054 -3.269992 -2.437607 -0.09 -0.04 -0.02
C -9.041192 -3.850565 -2.472552 -0.09 0.14 0.03
C -7.918956 -3.096412 -2.161583 0.21 -0.13 -0.01
H -9.414001 -0.137239 -1.480447 0.05 -0.01 -0.01
H -11.425329 -1.479836 -2.062335 0.03 0.01 0.02
H -11.176664 -3.858834 -2.684221 0.02 0.01 0.01
H -8.930995 -4.892986 -2.742164 0.03 0.02 0.00
H -6.926955 -3.528508 -2.190855 0.00 0.04 0.03
```
Positions in Å, forces in eV/Å.

HOMO level: -4.54 eV
Net charge: -1
Frontier orbital gap: 6.9 eV

=====

Entry 2:
Here is a 2-piece molecular cluster, C22H19N6O4 overall in a non-equilibrium geometry from the Open Molecules 2025 dataset. Energies are from the ωB97M-V functional and the def2-TZVPD basis.

The geometry in XYZ format:
```
51
Properties=species:S:1:pos:R:3:forces:R:3
C -2.204868 3.147460 -3.822315 0.01 0.06 -0.30
C -2.408912 2.162129 -2.699195 0.53 -0.55 0.30
O -1.267919 1.259860 -2.634787 -0.96 0.96 -0.46
C -1.385747 0.185437 -1.809894 1.78 -2.22 -0.04
C -0.103887 -0.533843 -1.750452 -0.61 1.84 -1.82
N 0.168873 -1.307004 -0.749085 -0.93 -1.57 2.26
C 1.307162 -1.470616 -0.092146 0.04 0.19 -0.77
C 1.537389 -2.672812 0.707933 -0.25 0.53 0.45
C 2.643312 -2.790972 1.586509 -0.09 -0.33 -0.04
C 2.866774 -3.966950 2.301261 -0.23 0.09 -0.16
C 1.969544 -5.034911 2.199779 -0.01 -0.09 -0.01
C 0.841966 -4.911421 1.376291 0.19 0.38 0.01
C 0.623132 -3.741447 0.644710 0.16 -0.56 0.22
C 2.320777 -0.402208 -0.202043 0.87 -0.21 -0.86
C 3.682862 -0.702723 -0.415167 -0.20 0.56 -0.02
C 4.604429 0.320091 -0.645337 -0.17 0.26 0.06
C 4.171782 1.651473 -0.710889 0.15 -0.08 -0.04
C 2.819045 1.960601 -0.516163 -0.04 -0.20 0.21
C 1.909377 0.945968 -0.233690 0.39 0.02 0.22
O -2.383144 -0.108348 -1.176636 -1.03 0.86 0.37
H -2.959988 3.934809 -3.738457 0.06 -0.03 0.00
H -1.218577 3.617968 -3.778481 -0.10 -0.09 0.10
H -2.321121 2.684758 -4.805920 0.08 -0.04 0.08
H -2.467464 2.717791 -1.758015 -0.09 -0.27 -0.14
H -3.322177 1.573168 -2.831625 0.09 0.11 0.08
H 0.581331 -0.304908 -2.580576 0.40 0.53 0.79
H 3.330564 -1.952557 1.703041 -0.20 -0.28 -0.02
H 3.750346 -4.052615 2.939461 -0.29 0.05 -0.12
H 2.145554 -5.954092 2.765685 -0.06 0.27 -0.22
H 0.138156 -5.742512 1.296274 0.13 0.25 0.05
H -0.258279 -3.633720 0.014413 0.26 -0.02 0.07
H 4.001340 -1.746861 -0.431693 -0.08 0.34 -0.01
H 5.660156 0.073525 -0.791439 -0.31 0.13 0.00
H 4.889119 2.453542 -0.908831 -0.22 -0.28 0.03
H 2.458897 2.993312 -0.581981 0.22 -0.36 0.10
H 0.864464 1.202692 -0.034625 0.51 -0.17 -0.31
O -1.118238 -1.474633 2.580794 -2.50 0.62 -0.29
N -2.319135 -1.154442 2.391495 1.82 -3.38 1.31
C -2.540918 0.176451 1.954033 0.66 1.93 -0.67
C -1.397732 0.922053 1.763866 -0.66 0.33 -0.12
N -1.566249 2.186919 1.264232 -0.69 0.09 -0.56
N -0.576979 3.003653 0.831500 -0.53 1.23 -0.27
N -1.159268 4.035887 0.262293 -0.95 -1.96 0.90
N -2.525453 3.902384 0.267229 0.63 -0.73 0.95
C -2.789964 2.742070 0.909659 1.55 0.32 -0.72
C -3.957447 1.971311 1.120657 -0.03 -0.18 0.20
C -3.826705 0.709117 1.650141 -0.07 0.20 -0.24
O -3.249861 -1.954883 2.590020 0.83 1.85 -0.55
H -0.385939 0.596608 1.970626 -0.17 -0.08 -0.18
H -4.892513 2.423476 0.791012 0.13 -0.41 0.27
H -4.677869 0.059966 1.816527 0.01 0.11 -0.11
```
Positions in Å, forces in eV/Å.

HOMO level: -2.17 eV
Net charge: -1
Frontier orbital gap: 3.5 eV

=====

Entry 3:
Here is one molecule with the formula C7H7NO6 in a non-equilibrium geometry from the Open Molecules 2025 dataset. Energies are from the ωB97M-V functional and the def2-TZVPD basis.

The geometry in XYZ format:
```
21
Properties=species:S:1:pos:R:3:forces:R:3
C -0.864325 1.845436 -1.485693 -0.90 0.85 -1.27
C -0.901985 0.511972 -1.344471 0.43 1.35 0.45
C 0.979744 -1.078720 -2.143651 0.89 2.68 0.78
C 0.021720 -1.248354 0.839600 1.52 0.36 0.53
C 0.533598 2.315076 -1.566781 0.54 -1.32 1.70
C 0.599631 0.073347 -1.138712 -5.28 -4.74 0.72
C 0.745824 -2.065076 1.824152 0.67 -2.26 0.29
N 0.852139 2.808513 -2.967353 0.40 0.44 -0.54
O 0.492538 3.903117 -3.379423 -0.17 -0.68 1.26
O 0.473600 -2.109133 -2.361232 -1.46 -1.90 0.19
O -1.133775 -1.298877 0.618682 -2.13 -0.26 -0.27
O 1.460050 2.003754 -3.609851 0.38 -0.41 -0.91
O 1.305959 1.117755 -1.306498 2.74 4.84 -0.88
O 0.890980 -0.481154 0.192417 0.91 1.17 -1.33
H -1.562874 2.705997 -1.747414 0.21 -1.88 0.63
H -1.791176 -0.107279 -1.284733 0.50 -0.02 -0.11
H 1.832422 -0.714837 -2.665615 1.40 0.19 -1.05
H 0.789523 3.029896 -0.782921 0.22 0.44 -0.62
H 0.129730 -2.279545 2.668031 -0.66 -0.09 0.54
H 1.734597 -1.794207 2.219982 -0.36 0.40 -0.74
H 0.837514 -3.054195 1.280947 0.17 0.85 0.63
```
Positions in Å, forces in eV/Å.

HOMO level: -9.96 eV
ΔE to the lowest compared entry with this formula, charge and spin: 2.017 eV
Net charge: 0
SMILES: CC(=O)O[C@@]1(C=O)C=C[C@H]([N+](=O)[O-])O1
Frontier orbital gap: 9.7 eV

=====

Entry 4:
Here is a 9-piece molecular cluster, H18O9 overall in a non-equilibrium geometry from the Open Molecules 2025 dataset. Energies are from the ωB97M-V functional and the def2-TZVPD basis.

The geometry in XYZ format:
```
27
Properties=species:S:1:pos:R:3:forces:R:3
O 1.387871 2.007290 4.220022 1.60 1.39 -1.88
H 0.827912 1.253264 4.151150 -0.79 -0.75 -0.12
H 1.749069 2.146352 3.281728 -0.89 -0.49 2.13
O -1.042460 0.035738 2.958967 4.62 3.71 -2.13
H -1.256666 0.301683 2.025379 0.33 -0.16 0.81
H -1.750061 -0.432684 3.152707 -5.23 -3.53 1.96
O -1.541485 1.700760 -1.348982 -8.15 7.16 3.31
H -2.493481 1.916697 -1.802816 3.93 -1.25 1.40
H -1.086390 1.112840 -1.754961 4.52 -5.89 -5.20
O 2.031519 1.966436 -2.731775 -1.77 4.85 -0.62
H 2.657689 1.392610 -2.447180 3.11 -3.16 1.32
H 2.476877 2.841081 -2.473387 -1.30 -1.72 -0.69
O 1.400938 -0.262912 2.161281 1.78 3.08 0.23
H 1.449688 -1.047875 1.694102 -0.38 -2.45 -0.74
H 0.765700 -0.223122 2.865125 -0.95 -0.87 0.01
O 4.103402 0.274019 -0.936664 3.08 0.97 -1.60
H 4.245704 0.749916 -0.140006 -0.08 0.50 1.13
H 3.291304 -0.125734 -0.915028 -3.10 -1.48 0.50
O -2.397755 0.098206 0.639078 1.11 0.41 -2.24
H -2.775342 -0.766839 0.501719 -0.32 -0.48 0.07
H -1.978088 0.324944 -0.277992 -1.19 0.12 2.32
O -0.745392 -3.610615 -1.385553 -1.04 -0.82 -1.31
H -0.164510 -4.380506 -1.379951 0.13 0.60 0.44
H -0.492951 -2.914919 -0.806050 0.85 0.31 0.85
O -3.221654 -1.317874 -2.947531 -3.38 3.73 -0.28
H -2.668207 -1.011545 -3.623508 0.96 1.11 -1.80
H -2.773231 -2.027213 -2.679872 2.54 -4.89 2.13
```
Positions in Å, forces in eV/Å.

HOMO level: -10.77 eV
ΔE to the lowest compared entry with this formula, charge and spin: 4.633 eV
Net charge: 0
SMILES: O.O.O.O.O.O.O.O.O
Frontier orbital gap: 10.4 eV

=====

no.,E (a.u.)
1,-1768.6840
2,-1479.1134
3,-776.9710
4,-687.8555